[1]
# C55H71N6O28P

A 11-piece molecular cluster, C55H71N6O28P overall (ωB97M-V/def2-TZVPD, the OMol25 dataset).

## Properties
energy relative to the best compared isomer or geometry (same formula, charge and spin) = 0.0 kcal per mole
SMILES = O=[N+]([O-])c1ccccc1.O=[N+]([O-])c1ccccc1.O=[N+]([O-])c1ccccc1.O=[N+]([O-])c1ccccc1.O=[N+]([O-])c1ccccc1.O=[N+]([O-])c1ccccc1.COP(=O)(OC)OC.CCOC(=O)OC.CCOC(=O)OC.CCOC(=O)OC.CCOC(=O)OC
Kohn-Sham gap = 8.393 eV

Each line ends with the Mulliken charge.
Cartesian coordinates (Å):
O (-17.53, -28.52, 17.49)  -0.5739
N (-17.57, -29.69, 16.99)  0.9611
O (-16.60, -30.35, 16.58)  -0.5813
C (-18.95, -30.29, 16.91)  -0.3835
C (-19.19, -31.48, 16.15)  -0.4397
C (-20.48, -32.05, 16.19)  -0.7389
C (-21.48, -31.43, 16.97)  -0.2358
C (-21.25, -30.18, 17.59)  -0.3429
C (-19.98, -29.69, 17.66)  -0.4297
H (-18.43, -31.96, 15.56)  0.4790
H (-20.57, -32.95, 15.60)  0.4496
H (-22.39, -31.99, 17.14)  0.5701
H (-22.09, -29.73, 18.10)  0.7100
H (-19.79, -28.76, 18.17)  0.5458
O (-27.25, -37.32, 24.20)  -0.6066
N (-27.37, -36.16, 24.00)  0.9836
O (-27.43, -35.27, 24.92)  -0.5762
C (-27.45, -35.75, 22.59)  -0.1307
C (-27.47, -36.65, 21.54)  -0.6756
C (-27.69, -36.24, 20.24)  -0.8292
C (-27.88, -34.85, 19.95)  -0.2553
C (-27.86, -33.95, 21.00)  -0.0020
C (-27.62, -34.34, 22.30)  -0.2510
H (-27.62, -37.70, 21.77)  0.3998
H (-27.76, -36.87, 19.38)  0.5852
H (-27.79, -34.63, 18.90)  0.2070
H (-28.07, -32.96, 20.62)  0.3826
H (-27.62, -33.58, 23.07)  0.7076
O (-30.14, -36.89, 12.89)  -0.6381
N (-30.76, -35.94, 13.25)  1.1338
O (-31.26, -35.78, 14.34)  -0.6104
C (-30.81, -34.75, 12.31)  0.0701
C (-30.22, -34.85, 11.06)  -0.4649
C (-30.45, -33.86, 10.14)  -0.5686
C (-31.20, -32.72, 10.46)  -0.7141
C (-31.86, -32.64, 11.71)  -0.3560
C (-31.61, -33.62, 12.66)  -0.0895
H (-29.79, -35.80, 10.77)  0.5233
H (-30.09, -33.97, 9.13)  0.4076
H (-31.33, -32.01, 9.65)  0.4051
H (-32.55, -31.83, 11.87)  0.3929
H (-32.20, -33.61, 13.56)  0.5247
O (-30.06, -30.50, 19.28)  -0.5630
N (-30.91, -31.30, 18.99)  1.1573
O (-31.18, -32.24, 19.65)  -0.6599
C (-31.74, -31.04, 17.73)  -0.3869
C (-32.80, -31.92, 17.38)  -0.5620
C (-33.35, -31.86, 16.10)  -0.6540
C (-32.92, -30.88, 15.20)  -0.4760
C (-31.88, -29.95, 15.60)  -0.3382
C (-31.36, -30.02, 16.85)  -0.1515
H (-33.13, -32.65, 18.11)  0.5153
H (-34.12, -32.53, 15.78)  0.4398
H (-33.36, -30.86, 14.22)  0.5126
H (-31.56, -29.17, 14.92)  0.5341
H (-30.60, -29.29, 17.10)  0.5247
O (-24.41, -30.26, 11.03)  -0.5954
N (-25.09, -29.28, 11.26)  1.1626
O (-24.67, -28.13, 11.29)  -0.6058
C (-26.44, -29.59, 11.77)  -0.3781
C (-27.12, -28.67, 12.54)  -0.1714
C (-28.35, -28.97, 13.08)  -0.4622
C (-29.02, -30.15, 12.69)  -0.0024
C (-28.42, -31.06, 11.84)  -0.1297
C (-27.14, -30.80, 11.42)  -0.6310
H (-26.82, -27.65, 12.73)  0.3217
H (-28.81, -28.34, 13.83)  0.4497
H (-29.95, -30.38, 13.19)  0.3137
H (-28.90, -31.98, 11.55)  0.2521
H (-26.72, -31.57, 10.79)  0.4634
O (-25.16, -33.50, 15.69)  -0.4283
N (-25.28, -34.45, 16.39)  0.9937
O (-24.69, -34.45, 17.47)  -0.6012
C (-26.02, -35.64, 15.89)  0.3115
C (-26.43, -35.76, 14.57)  -0.5291
C (-27.04, -36.97, 14.18)  -0.3919
C (-27.42, -37.98, 15.03)  -0.8344
C (-27.03, -37.78, 16.35)  -0.4841
C (-26.33, -36.64, 16.82)  -0.7682
H (-26.13, -35.06, 13.80)  0.5243
H (-27.20, -37.15, 13.12)  0.3864
H (-27.87, -38.93, 14.79)  0.4768
H (-27.38, -38.50, 17.08)  0.3977
H (-26.08, -36.49, 17.86)  0.9170
C (-19.71, -31.98, 20.71)  -0.6450
O (-20.49, -30.78, 20.70)  -0.3138
P (-22.06, -30.90, 21.20)  1.1636
O (-22.82, -29.64, 21.19)  -0.8136
O (-22.72, -32.07, 20.32)  0.0245
C (-23.84, -32.80, 20.69)  0.1629
O (-21.88, -31.56, 22.70)  -0.3578
C (-21.86, -30.87, 23.91)  -0.6238
H (-18.99, -31.98, 21.54)  0.2425
H (-19.12, -31.97, 19.80)  0.1755
H (-20.41, -32.81, 20.63)  0.3043
H (-24.38, -32.37, 21.53)  0.0965
H (-23.51, -33.84, 20.80)  0.3321
H (-24.55, -32.91, 19.87)  -0.4013
H (-21.20, -31.39, 24.60)  0.3108
H (-22.82, -30.95, 24.42)  0.0949
H (-21.59, -29.82, 23.86)  0.3429
C (-26.83, -28.03, 21.99)  -1.2226
C (-27.60, -29.35, 22.08)  0.3186
O (-26.64, -30.35, 22.33)  0.1404
C (-26.47, -30.87, 23.57)  0.3622
O (-26.93, -30.43, 24.59)  -0.6237
O (-25.82, -31.97, 23.43)  0.2004
C (-25.50, -32.66, 24.61)  -1.2033
H (-26.36, -27.85, 22.96)  0.3595
H (-27.48, -27.21, 21.68)  0.4219
H (-26.08, -28.09, 21.21)  0.1743
H (-27.92, -29.50, 21.05)  -0.3557
H (-28.43, -29.28, 22.78)  0.4494
H (-26.42, -32.92, 25.13)  0.3953
H (-24.74, -32.22, 25.25)  0.3558
H (-25.21, -33.66, 24.29)  0.3257
C (-31.69, -23.87, 16.81)  -1.1064
C (-31.07, -24.63, 17.94)  -0.2905
O (-30.41, -25.67, 17.21)  -0.2081
C (-29.18, -26.10, 17.61)  0.5818
O (-28.56, -25.56, 18.57)  -0.6218
O (-28.78, -27.19, 16.80)  -0.0020
C (-27.48, -27.73, 16.84)  -0.3129
H (-32.14, -24.46, 16.01)  0.2635
H (-30.83, -23.28, 16.50)  0.2987
H (-32.42, -23.14, 17.15)  0.3768
H (-31.84, -25.05, 18.59)  0.2669
H (-30.38, -24.08, 18.59)  0.3705
H (-27.09, -28.21, 17.74)  0.0743
H (-26.79, -26.94, 16.54)  0.6938
H (-27.35, -28.49, 16.07)  -0.4443
C (-21.59, -25.65, 15.11)  -1.1831
C (-22.98, -26.41, 15.30)  -0.3039
O (-22.91, -27.77, 14.89)  -0.3344
C (-24.11, -28.39, 14.81)  0.8120
O (-25.20, -27.90, 14.98)  -0.4718
O (-23.85, -29.74, 14.68)  -0.4122
C (-24.99, -30.60, 14.59)  1.1429
H (-20.98, -25.94, 15.96)  0.2787
H (-21.63, -24.56, 15.04)  0.3671
H (-21.13, -26.07, 14.21)  0.3007
H (-23.68, -25.90, 14.64)  0.2838
H (-23.50, -26.32, 16.25)  0.3926
H (-25.32, -30.69, 15.63)  -0.5952
H (-24.75, -31.61, 14.28)  0.4122
H (-25.83, -30.12, 14.09)  -0.6432
C (-25.36, -30.69, 18.45)  0.1099
C (-26.73, -31.02, 19.05)  1.0693
O (-27.48, -32.05, 18.32)  0.8460
C (-28.08, -31.80, 17.14)  -0.4198
O (-28.03, -30.72, 16.52)  0.0874
O (-28.65, -32.89, 16.69)  -0.3718
C (-29.28, -32.87, 15.42)  0.6238
H (-24.88, -31.47, 17.86)  -0.2291
H (-24.62, -30.53, 19.23)  -0.1511
H (-25.51, -29.81, 17.83)  -0.1819
H (-27.33, -30.14, 19.25)  -0.3727
H (-26.53, -31.45, 20.03)  -0.6221
H (-30.25, -32.40, 15.62)  -0.3847
H (-29.38, -33.81, 14.88)  -0.1573
H (-28.67, -32.16, 14.86)  0.1795

=====

[2]
# C53H54BrFGe2NO2PtS4

C53H54BrFGe2NO2PtS4 as an isolated structure (ωB97M-V/def2-TZVPD, the OMol25 dataset).

## Properties
⟨S²⟩ = 6.0267
charge = -1
energy relative to the best compared isomer or geometry (same formula, charge and spin) = 50.6 kcal per mole
Kohn-Sham gap (alpha / beta) = 5.967 / 6.448 eV
multiplicity = 5

Each line ends with the Mulliken charge.
Cartesian coordinates (Å):
Pt (1.89, 2.16, -2.76)  1.0859
C (-1.68, -6.01, -0.34)  -1.5943
C (-2.27, -4.63, -0.46)  0.3949
C (-2.64, -4.11, -1.69)  -1.1165
C (-3.19, -2.84, -1.81)  1.1728
C (-3.55, -2.29, -3.17)  -1.7439
C (-3.36, -2.06, -0.66)  0.8051
C (-3.00, -2.58, 0.59)  0.8528
C (-3.19, -1.79, 1.86)  -0.9076
C (-2.46, -3.85, 0.67)  -0.9030
C (-3.95, -0.70, -0.75)  -0.0011
C (-5.31, -0.59, -1.02)  -0.4345
C (-5.92, 0.64, -1.07)  -1.2849
C (-5.18, 1.79, -0.85)  -0.2393
C (-3.81, 1.71, -0.59)  0.2603
C (-3.18, 0.45, -0.55)  -0.2420
Ge (-1.21, 0.34, -0.35)  0.3689
S (-0.44, 1.40, -2.11)  -0.3710
S (-0.10, -1.63, -0.23)  -0.4010
Ge (1.38, -0.30, 0.83)  0.1964
S (2.50, 0.78, -0.74)  -0.0974
S (-0.20, 1.16, 1.49)  -0.4415
C (2.55, -1.03, 2.26)  -0.0546
C (3.96, -1.05, 2.20)  0.1103
C (4.69, -1.49, 3.31)  0.1169
C (4.06, -1.93, 4.45)  -1.0653
C (2.68, -1.95, 4.50)  0.0050
C (1.93, -1.50, 3.42)  -0.7456
C (0.45, -1.59, 3.60)  1.0172
C (-0.23, -2.75, 3.26)  1.4323
C (0.45, -3.89, 2.55)  -1.6781
C (-1.57, -2.89, 3.60)  -0.9918
C (-2.25, -1.88, 4.26)  0.9398
C (-3.70, -2.04, 4.63)  -1.8119
C (-1.56, -0.72, 4.58)  -0.7402
C (-0.22, -0.56, 4.28)  0.5684
C (0.51, 0.68, 4.70)  -1.6725
C (4.82, -0.70, 1.03)  -0.0656
C (5.57, 0.47, 1.02)  1.0348
C (5.51, 1.48, 2.14)  -2.1194
C (6.40, 0.74, -0.06)  -1.0141
C (6.48, -0.13, -1.13)  1.0903
C (7.36, 0.18, -2.32)  -1.5954
C (5.74, -1.30, -1.10)  -1.2085
C (4.91, -1.59, -0.04)  1.5148
C (4.14, -2.89, -0.04)  -1.5188
C (-3.08, 2.99, -0.38)  0.0854
C (-2.74, 3.40, 0.90)  0.8954
C (-3.14, 2.62, 2.13)  -1.3961
C (-2.03, 4.58, 1.07)  -1.0725
C (-1.68, 5.37, 0.00)  0.9731
C (-0.89, 6.64, 0.18)  -1.6275
C (-2.06, 4.97, -1.27)  -1.1023
C (-2.77, 3.80, -1.48)  1.4831
C (-3.19, 3.42, -2.87)  -1.7194
H (-1.59, -6.49, -1.31)  0.4251
H (-2.29, -6.64, 0.29)  0.3380
H (-0.68, -5.95, 0.09)  0.2576
H (-2.50, -4.70, -2.59)  0.2655
H (-3.31, -3.02, -3.94)  0.4433
H (-2.99, -1.38, -3.37)  0.2558
H (-4.61, -2.07, -3.23)  0.3347
H (-3.68, -0.85, 1.71)  0.3262
H (-2.21, -1.58, 2.30)  -0.8421
H (-3.78, -2.37, 2.57)  0.5533
H (-2.18, -4.25, 1.64)  0.5816
H (-5.89, -1.49, -1.16)  0.5270
H (-6.99, 0.71, -1.27)  0.3851
H (-5.65, 2.76, -0.88)  0.5479
H (5.77, -1.50, 3.25)  0.4669
H (4.64, -2.28, 5.30)  0.3697
H (2.18, -2.31, 5.39)  0.5067
H (1.50, -3.69, 2.33)  0.2129
H (-0.04, -4.08, 1.60)  -0.1319
H (0.41, -4.80, 3.15)  0.4520
H (-2.09, -3.80, 3.34)  0.3745
H (-4.09, -3.00, 4.30)  0.3593
H (-4.30, -1.26, 4.16)  0.3754
H (-3.83, -1.97, 5.71)  0.4622
H (-2.09, 0.07, 5.11)  0.3985
H (-0.16, 1.37, 5.21)  0.4288
H (0.93, 1.19, 3.84)  0.3004
H (1.32, 0.44, 5.38)  0.3841
H (4.82, 1.20, 2.92)  0.2875
H (5.18, 2.44, 1.74)  0.4016
H (6.49, 1.61, 2.59)  0.3894
H (6.97, 1.66, -0.07)  0.2760
H (7.87, 1.13, -2.19)  0.3660
H (6.74, 0.24, -3.21)  0.3249
H (8.11, -0.59, -2.45)  0.3506
H (5.81, -1.99, -1.94)  0.2975
H (4.36, -3.46, -0.94)  0.4555
H (3.07, -2.71, -0.02)  0.1636
H (4.41, -3.49, 0.82)  0.2978
H (-3.67, 1.71, 1.89)  0.1988
H (-3.79, 3.23, 2.75)  0.5147
H (-2.27, 2.36, 2.72)  0.2312
H (-1.76, 4.89, 2.08)  0.2934
H (-0.67, 6.82, 1.23)  0.3514
H (-1.46, 7.50, -0.19)  0.3637
H (0.05, 6.59, -0.36)  0.3243
H (-1.80, 5.59, -2.13)  0.3307
H (-2.84, 4.15, -3.59)  0.4379
H (-4.27, 3.37, -2.95)  0.3033
H (-2.78, 2.45, -3.14)  0.2812
O (0.80, 2.76, -8.81)  -0.5385
C (0.92, 2.44, -7.49)  1.0078
C (0.31, 1.32, -6.94)  -0.6128
C (0.50, 1.10, -5.59)  -0.6608
N (1.21, 1.89, -4.80)  -0.2255
C (1.79, 2.96, -5.36)  0.1981
Br (2.84, 4.17, -4.29)  -0.2152
C (1.67, 3.28, -6.69)  -0.4359
H (0.26, 2.10, -9.25)  0.2889
H (-0.28, 0.64, -7.52)  0.2990
H (0.05, 0.25, -5.09)  0.5428
H (2.15, 4.15, -7.10)  0.4647
O (1.61, 3.46, -1.56)  -0.3534
F (3.57, 1.20, -3.61)  -0.7849

=====

[3]
# C4H11N3

A 2-piece molecular cluster, C4H11N3 overall (ωB97M-V/def2-TZVPD, the OMol25 dataset).

## Properties
energy relative to the best compared isomer or geometry (same formula, charge and spin) = 84.1 kcal per mole
SMILES = [H]/N=N\CC.[H]/N=C\C
Kohn-Sham gap = 8.457 eV

Each line ends with the Mulliken charge.
Cartesian coordinates (Å):
H (1.61, -1.04, 0.02)  0.3240
N (2.23, -0.57, -0.80)  -0.4246
N (1.67, 0.12, -1.59)  -0.1076
C (0.11, 0.06, -1.83)  -0.2369
C (-0.58, -1.22, -1.40)  -0.9844
H (0.05, 0.22, -2.91)  0.3690
H (-0.29, 0.94, -1.32)  0.1727
H (0.08, -2.09, -1.50)  0.3606
H (-1.47, -1.39, -2.00)  0.3585
H (-0.90, -1.18, -0.36)  0.1832
H (0.00, -1.14, 1.98)  0.2032
N (0.69, -0.54, 1.52)  -0.6201
C (0.39, 0.69, 1.54)  0.0758
C (-0.93, 1.31, 1.83)  -1.0407
H (1.14, 1.36, 1.11)  0.4441
H (-1.66, 0.57, 2.17)  0.3233
H (-1.31, 1.82, 0.94)  0.2509
H (-0.82, 2.08, 2.60)  0.3491

=====

[4]
# C5H8N4O2S

C5H8N4O2S as an isolated structure (ωB97M-V/def2-TZVPD, the OMol25 dataset).

## Properties
energy relative to the best compared isomer or geometry (same formula, charge and spin) = 200.5 kcal per mole
Kohn-Sham gap = 7.741 eV

Each line ends with the Mulliken charge.
Cartesian coordinates (Å):
C (1.04, -1.29, 1.29)  0.6356
C (1.27, -1.33, -0.21)  0.2472
C (0.07, -1.25, -1.16)  0.4572
C (0.00, 1.18, -0.92)  -0.2500
C (-1.12, 2.13, -0.55)  -0.2257
H (-0.30, -1.54, 2.94)  0.3316
H (-0.42, 0.30, 1.62)  0.2354
H (-1.19, -0.02, -2.23)  0.3078
H (0.42, 0.92, 0.33)  -0.0248
H (1.05, 1.76, -1.39)  0.2386
H (-1.80, 1.52, -1.42)  0.2381
H (-0.97, 3.27, -0.58)  0.2637
H (-2.94, 2.00, 0.48)  0.3973
N (-0.10, -0.87, 1.75)  -0.4607
N (2.01, -1.77, 2.03)  -0.5970
N (2.31, -1.94, -0.61)  -0.5922
N (-0.53, -0.10, -1.50)  -0.0586
O (-0.33, -2.45, -1.48)  -0.6385
O (-1.62, 1.86, 0.79)  -0.5957
S (3.16, -2.34, 0.82)  0.0906